# 1
C7H10 | the ωB97M-V functional and the def2-TZVPD basis

The geometry in XYZ format:
```
17
Properties=species:S:1:pos:R:3:lowdin_charge:R:1
C 0.2249 -1.7660 -0.8009 -0.101
C 0.4767 -0.5193 -1.5933 -0.177
C 0.8950 0.6517 -1.1046 -0.133
C -1.8655 0.5222 0.6478 0.013
C -0.9284 0.7103 1.5814 -0.173
C 0.5216 0.9079 1.4095 -0.126
C 1.2729 0.9248 0.2978 -0.111
H -0.8181 -2.0896 -0.9090 0.077
H 0.8567 -2.5873 -1.1605 0.075
H 0.4229 -1.6129 0.2627 0.067
H 0.3033 -0.5885 -2.6676 0.099
H 1.0723 1.4687 -1.8060 0.103
H -1.6335 0.4597 -0.4098 0.047
H -2.9116 0.4433 0.9304 0.054
H -1.2590 0.7675 2.6185 0.089
H 1.0480 1.1158 2.3407 0.094
H 2.3238 1.1896 0.4286 0.102
```

SMILES ... C=C/C=C\C=C/C
ΔE to the lowest compared entry with this formula, charge and spin ... 39.90 kcal per mole
Orbital gap ... 9.35 eV

=====

# 2
C48H34AsF5NO11STeV | the ωB97M-V functional and the def2-TZVPD basis

The geometry in XYZ format:
```
103
Properties=species:S:1:pos:R:3:lowdin_charge:R:1
V 0.1707 -0.0895 -0.1693 1.142
C -6.7143 0.9955 -2.1590 -0.035
C -5.2656 0.9641 -1.7604 -0.233
C -4.6349 2.0792 -1.2217 0.042
C -3.2883 2.0731 -0.8749 -0.034
C -2.6548 3.3243 -0.3535 -0.286
O -1.5234 3.6373 -0.6347 0.094
C -3.4913 4.2078 0.5275 -0.167
C -3.9991 5.4120 0.0577 -0.029
C -4.7391 6.2255 0.9040 -0.078
C -4.9602 5.8424 2.2192 -0.086
C -4.4440 4.6424 2.6890 -0.072
C -3.7166 3.8192 1.8429 -0.015
C -2.5468 0.8893 -1.0339 -0.185
O -1.2838 0.8647 -0.5727 -0.134
C -3.1753 -0.2511 -1.5372 -0.097
C -4.5137 -0.1936 -1.9062 0.035
C -2.4924 -1.5788 -1.6203 -0.223
N -2.4194 -2.3707 -0.6337 0.113
C -2.8438 -1.9526 0.6913 -0.298
C -4.2541 -2.4162 1.0433 -0.482
Te -4.7364 -4.4510 0.5560 1.261
C -5.4406 -3.9735 -1.3759 -0.578
C -6.6658 -3.3286 -1.5356 -0.161
C -7.1060 -2.9647 -2.8014 -0.107
C -6.3294 -3.2514 -3.9170 -0.091
C -5.1126 -3.9013 -3.7630 -0.083
C -4.6703 -4.2604 -2.4961 -0.154
C -1.9668 -2.0234 -2.9419 -0.165
C -1.2315 -3.2070 -3.0201 -0.030
C -0.7460 -3.6467 -4.2389 -0.073
C -0.9790 -2.9039 -5.3947 -0.091
C -1.6882 -1.7141 -5.3176 -0.076
C -2.1798 -1.2750 -4.0944 -0.018
H -7.2146 1.8735 -1.7515 0.079
H -7.2368 0.1066 -1.8037 0.073
H -6.8201 1.0228 -3.2454 0.088
H -5.2040 2.9853 -1.0606 0.125
H -3.8088 5.7152 -0.9649 0.122
H -5.1365 7.1633 0.5381 0.103
H -5.5310 6.4817 2.8800 0.102
H -4.6077 4.3469 3.7174 0.104
H -3.3031 2.8845 2.2039 0.118
H -4.9762 -1.0948 -2.3006 0.122
H -2.8077 -0.8627 0.8183 0.109
H -2.1295 -2.3815 1.3958 0.108
H -5.0055 -1.8065 0.5407 0.040
H -4.4195 -2.3213 2.1164 0.042
H -7.2751 -3.1090 -0.6674 0.093
H -8.0584 -2.4620 -2.9160 0.102
H -6.6741 -2.9713 -4.9045 0.102
H -4.4972 -4.1218 -4.6269 0.106
H -3.7105 -4.7425 -2.3755 0.087
H -1.0502 -3.7638 -2.1090 0.111
H -0.1750 -4.5646 -4.2922 0.107
H -0.5963 -3.2478 -6.3469 0.103
H -1.8595 -1.1252 -6.2093 0.105
H -2.7284 -0.3439 -4.0415 0.117
O 2.0376 -0.7309 -4.0750 -0.214
As 2.3222 -0.3118 -2.4060 1.008
O 0.6382 -0.3711 -1.8893 -0.446
O 3.1421 -1.3502 -1.4772 -0.388
C 3.3344 1.3174 -2.7066 -0.167
C 4.2121 1.0913 -3.7745 -0.085
C 5.1862 2.0068 -4.1266 -0.066
C 5.3039 3.1892 -3.4144 -0.059
C 4.4431 3.4405 -2.3644 0.000
C 3.4751 2.5140 -2.0051 -0.285
S 1.1363 2.7077 -0.8037 1.060
O 0.6773 2.4445 -2.1337 -0.340
O 2.7382 2.9118 -0.8943 -0.250
O 1.3845 1.1426 -0.0281 -0.473
H 1.2372 -1.2659 -4.1545 0.039
H 4.1289 0.1772 -4.3451 0.102
H 5.8469 1.7905 -4.9545 0.109
H 6.0604 3.9172 -3.6748 0.111
H 4.5023 4.3561 -1.7923 0.127
F 3.6046 -5.0892 3.1488 0.134
C 2.8217 -4.2791 2.4437 -0.135
C 3.1506 -2.9427 2.3069 -0.131
F 4.2500 -2.4671 2.8849 0.137
C 2.3339 -2.1035 1.5736 -0.154
F 2.6430 -0.8182 1.4612 0.128
C 1.1762 -2.5807 0.9652 -0.183
O 0.3754 -1.8027 0.2364 -0.130
C 0.8564 -3.9295 1.1181 -0.128
F -0.2405 -4.4137 0.5474 0.128
C 1.6722 -4.7712 1.8483 -0.135
F 1.3578 -6.0569 1.9811 0.133
O -0.4279 2.3083 1.9308 0.079
C -0.2733 1.2062 2.4181 -0.510
O -0.2511 0.0843 1.7176 -0.136
C -0.0953 0.9987 3.8903 -0.125
C -0.4332 2.0316 4.7578 -0.018
C -0.2612 1.8747 6.1235 -0.076
C 0.2666 0.6914 6.6243 -0.084
C 0.6135 -0.3374 5.7595 -0.072
C 0.4252 -0.1880 4.3940 -0.013
H -0.8192 2.9544 4.3442 0.116
H -0.5313 2.6763 6.7987 0.103
H 0.4092 0.5718 7.6907 0.102
H 1.0298 -1.2572 6.1495 0.104
H 0.6755 -0.9890 3.7114 0.106
```

ΔE to the lowest compared entry with this formula, charge and spin ... 66.43 kcal per mole
Orbital gap ... 5.64 eV

=====

# 3
C10H17NP | the ωB97M-V functional and the def2-TZVPD basis

The geometry in XYZ format:
```
29
Properties=species:S:1:pos:R:3:lowdin_charge:R:1
C 1.6193 -1.1164 0.2557 0.053
C 1.9712 1.1532 -0.2133 0.046
C 2.5569 -0.0827 0.0566 -0.242
C 0.2368 -0.9692 0.2139 -0.283
C 0.5403 1.2758 -0.1606 -0.272
C 3.9972 -0.2304 0.0392 -0.012
C -0.6967 -2.0879 0.4789 -0.052
C 0.1010 2.6703 -0.4034 -0.029
C -2.9747 -0.1183 1.3318 -0.184
C -2.3241 -0.6899 -1.7383 -0.208
N -0.2652 0.2402 -0.0030 -0.018
P -2.2309 0.1987 -0.3363 0.953
H 2.0883 -1.9977 0.7049 0.138
H 2.5816 2.0592 -0.6052 0.163
H 4.2700 -1.2500 0.2285 0.092
H 4.2997 -0.0496 -1.0031 0.124
H 4.3987 0.4005 0.7107 0.063
H -0.4459 -2.7225 1.4116 0.139
H -1.7948 -1.8324 0.4999 0.026
H -0.7919 -2.9373 -0.1998 0.100
H -0.5797 2.5703 -1.2986 0.103
H -0.4698 2.9989 0.3883 0.059
H 0.9650 3.3552 -0.6836 0.117
H -2.3924 -0.0382 2.2422 0.075
H -3.2693 -1.1037 1.4081 0.018
H -3.8305 0.4917 1.4375 0.045
H -2.5637 -0.0582 -2.5392 -0.008
H -2.5866 -1.6628 -1.8001 -0.025
H -2.4097 1.5331 -0.4233 0.019
```

SMILES ... C=[P@@H](C)[n+]1c(C)cc(C)cc1C
Charge ... +1
ΔE to the lowest compared entry with this formula, charge and spin ... 41.79 kcal per mole
Orbital gap ... 8.83 eV

=====

# 4
C2H2N3O | the ωB97M-V functional and the def2-TZVPD basis

The geometry in XYZ format:
```
8
Properties=species:S:1:pos:R:3:lowdin_charge:R:1
C -1.4198 -0.0317 0.0679 0.224
C 1.9553 -1.2753 0.1734 -0.010
N -0.2336 0.3198 -0.2467 0.055
N 0.2643 1.4457 -0.2264 -0.021
N 0.8675 2.3606 -0.1816 0.436
O 2.3171 -2.2145 -0.3359 0.073
H -1.9611 0.4915 0.7548 0.087
H -1.7898 -1.0960 -0.0055 0.157
```

Charge ... +1
ΔE to the lowest compared entry with this formula, charge and spin ... 58.30 kcal per mole
Orbital gap ... 9.27 eV

=====

# 5
C23H31N3O7S | the ωB97M-V functional and the def2-TZVPD basis

The geometry in XYZ format:
```
65
Properties=species:S:1:pos:R:3:lowdin_charge:R:1
C 1.3340 5.7574 -4.5444 -0.104
C 1.4147 4.5811 -5.5089 -0.241
H 2.3994 4.1164 -5.4563 0.094
H 1.2616 4.9383 -6.5291 0.104
C 0.3643 3.5195 -5.1704 -0.214
N 0.4141 2.3350 -5.9964 -0.258
S 1.6018 1.2494 -5.5817 0.679
O 2.8721 1.8797 -5.3443 -0.282
O 1.5613 0.1726 -6.5262 -0.274
C 0.9939 0.6498 -3.9992 -0.261
C 1.9026 0.4290 -2.9812 -0.036
C 1.4697 -0.0802 -1.7689 -0.003
C 0.1187 -0.3666 -1.5829 -0.120
C -0.7825 -0.1508 -2.6250 0.011
C -0.3471 0.3586 -3.8339 -0.035
H -1.0327 0.5372 -4.6460 0.107
H -1.8211 -0.3965 -2.4629 0.123
C -0.4302 -0.9301 -0.3205 -0.428
O -1.4982 -1.5194 -0.2530 0.064
N 0.3451 -0.7789 0.7770 0.100
N -0.1203 -1.2356 2.0047 0.102
C 0.4406 -0.7192 3.1351 -0.417
O 1.3865 0.0492 3.0399 0.063
C -0.1330 -1.1737 4.4146 -0.135
C 0.2289 -0.4619 5.5556 0.045
C -0.2687 -0.8276 6.7911 -0.184
C -1.1451 -1.9309 6.9142 -0.113
C -1.4886 -2.6560 5.7605 -0.173
C -0.9830 -2.2676 4.5256 0.030
H -1.2294 -2.8462 3.6522 0.100
O -2.3209 -3.7377 5.9090 -0.112
C -2.6891 -4.4766 4.7702 -0.075
H -3.3466 -5.2623 5.1398 0.097
H -3.2349 -3.8628 4.0466 0.099
H -1.8213 -4.9339 4.2846 0.099
O -1.5436 -2.1577 8.1895 -0.040
C -2.4622 -3.1750 8.5174 -0.062
H -2.6083 -3.0817 9.5935 0.096
H -2.0689 -4.1673 8.2883 0.096
H -3.4180 -3.0387 8.0075 0.097
O 0.0169 -0.1968 7.9596 -0.058
C 0.9050 0.8948 7.9246 -0.075
H 0.9999 1.2258 8.9574 0.095
H 1.8887 0.6015 7.5451 0.099
H 0.5116 1.7150 7.3157 0.098
H 0.9010 0.3709 5.4338 0.114
H -1.0350 -1.6633 1.9322 0.139
H 1.1321 -0.1483 0.8876 0.140
H 2.1907 -0.2736 -0.9898 0.116
H 2.9400 0.6650 -3.1580 0.116
C -0.0065 2.4292 -7.3806 -0.204
C -1.4761 2.0207 -7.5439 -0.228
C -1.6306 0.5075 -7.6444 -0.103
H -1.0563 0.0149 -6.8643 0.048
H -2.6754 0.2168 -7.5591 0.071
H -1.2515 0.1554 -8.6005 0.079
H -1.8786 2.4892 -8.4440 0.106
H -2.0411 2.4006 -6.6899 0.103
H 0.6255 1.7518 -7.9567 0.116
H 0.1506 3.4475 -7.7478 0.117
H 0.5163 3.1820 -4.1407 0.120
H -0.6416 3.9462 -5.2445 0.132
H 0.3521 6.2252 -4.5891 0.072
H 2.0818 6.5046 -4.7965 0.071
H 1.5104 5.4266 -3.5236 0.074
```

SMILES ... CCCN(CCC)S(=O)(=O)c1ccc(C(=O)NNC(=O)c2cc(OC)c(OC)c(OC)c2)cc1
ΔE to the lowest compared entry with this formula, charge and spin ... 113.78 kcal per mole
Orbital gap ... 8.10 eV

=====

# 6
C5H35N2O13 | the ωB97M-V functional and the def2-TZVPD basis

The geometry in XYZ format:
```
55
Properties=species:S:1:pos:R:3:lowdin_charge:R:1
O -2.2869 -1.6557 -3.0008 0.029
C -3.1622 -1.8142 -2.1316 -0.153
C -2.8404 -1.9100 -0.6856 -0.160
C -2.1113 -0.7603 0.0296 -0.127
C -0.5595 -0.8188 -0.3720 -0.159
N 2.3703 -0.9263 -0.2356 0.159
C 1.5563 -0.8277 0.8539 -0.116
N 0.1975 -0.8023 0.8759 0.048
H -4.0873 -2.1341 -2.3864 0.094
H -3.7495 -2.3046 -0.1548 0.127
H -2.1141 -2.8358 -0.4324 0.175
H -2.1523 -0.7943 1.2389 0.149
H -2.5279 0.2177 -0.2530 0.090
H -0.3272 -1.8238 -0.8853 0.126
H -0.4200 -0.0359 -1.0921 0.083
H 1.8589 -0.8343 -1.2131 0.086
H 3.3613 -0.8012 -0.2688 0.117
H 2.0442 -0.7075 1.8299 0.115
H -0.3842 -0.5742 1.8239 0.151
H 1.5026 2.8948 -1.6904 -0.005
H 2.4868 1.7946 -1.3094 0.098
O 1.9682 2.6157 -0.9476 -0.059
H 2.3520 -0.2601 -3.1186 0.064
H 0.8435 -0.0671 -3.0949 -0.013
O 1.6564 0.1855 -2.6435 -0.086
H -2.2475 1.8823 -1.0010 -0.036
H -1.8462 3.1186 -1.7373 0.021
O -2.6136 2.6697 -1.3687 -0.047
H 0.1082 -1.2930 -4.9436 0.108
H -0.6804 -1.2809 -3.6940 -0.050
O -0.3121 -0.6915 -4.2835 -0.032
H -1.6130 1.2372 3.5257 0.046
H -0.6829 0.3039 3.9164 0.065
O -1.2529 0.4518 3.0979 -0.096
H -0.1050 2.1385 -3.4978 0.062
H -1.0255 1.0853 -3.0643 0.052
O -0.4935 1.8125 -2.6944 -0.054
H 0.4441 -0.8411 4.4954 0.094
H 1.2761 -0.1673 3.4238 0.024
O 0.6844 -0.9869 3.5489 -0.142
H 1.9127 2.0607 2.3282 0.023
H 1.9271 1.7843 3.6724 0.096
O 2.0087 1.1991 2.8671 -0.117
H 2.0180 4.0977 1.0675 0.161
H 1.1630 2.6844 0.8048 0.061
O 1.4621 3.3277 1.5028 -0.111
H 0.2825 -2.7270 2.5400 0.018
H 0.4585 -4.2124 2.8836 0.054
O -0.2724 -3.5465 2.8026 -0.115
H 1.8903 -3.1322 -3.0479 0.038
H 1.6867 -3.2414 -1.6020 0.093
O 1.4026 -2.6795 -2.3819 -0.061
H -0.7054 3.8590 3.7743 0.044
H -0.0268 3.0526 2.7088 0.004
O -0.3231 3.0140 3.6205 -0.037
```

Charge ... +1
ΔE to the lowest compared entry with this formula, charge and spin ... 153.96 kcal per mole
Orbital gap ... 10.52 eV